1.
{"formula": "C2H7N2O", "method": "ωB97M-V/def2-TZVPD", "species": ["C", "N", "O", "C", "N", "H", "H", "H", "H", "H", "H", "H"], "coordinates": [[0.7414, 1.1018, 0.4146], [-0.3799, 0.4162, -0.1968], [-1.3738, 1.3315, -0.6248], [-0.6598, -0.8671, -0.1984], [0.1170, -1.8501, 0.1759], [1.5563, 1.5073, -0.2999], [0.4613, 1.8829, 1.0295], [1.3447, 0.5137, 0.9971], [-0.8195, 1.7434, -1.2847], [-1.6627, -1.2514, -0.5060], [-0.4538, -2.6160, 0.4463], [1.1288, -1.9122, 0.0470]], "forces_ev_per_a": [[2.0, 0.4, -3.1], [-0.5, -0.1, 0.4], [1.0, -1.6, 0.4], [-1.3, 1.0, -0.5], [0.9, 0.3, -0.1], [-1.8, -0.5, 0.4], [-1.3, 1.6, 1.0], [1.0, -2.3, 1.6], [-0.5, 1.1, -1.0], [0.5, 1.3, 0.3], [0.5, -1.4, 0.0], [-0.6, 0.1, 0.6]], "e_above_lowest_ev": 2.967, "e_homo_ev": -15.423, "orbital_gap_ha": 0.418, "total_charge": 1, "e_tot_ha": -264.8221}

2.
{"formula": "C2H7N2O2", "method": "ωB97M-V/def2-TZVPD", "species": ["C", "C", "N", "N", "O", "O", "H", "H", "H", "H", "H", "H", "H"], "coordinates": [[-0.7284, -0.1788, 0.1366], [1.4056, 0.8289, 0.0020], [-3.0422, 0.3288, -0.1745], [2.0115, -0.4162, -0.0169], [-0.4022, -1.2813, -0.1428], [-1.6391, 0.6162, 0.1886], [1.3554, 1.4927, 0.9293], [1.3399, 1.4328, -0.8770], [-3.8229, 0.6207, 0.5055], [-3.0349, -0.6746, -0.3624], [2.6290, -0.7065, -0.7758], [1.3141, -1.3012, -0.1818], [2.6142, -0.7613, 0.7691]], "forces_ev_per_a": [[5.8, -0.4, -1.2], [-4.2, 2.0, 2.4], [-1.0, -0.8, -0.8], [1.6, -4.8, 0.0], [-1.3, -1.2, 0.1], [-3.3, 3.1, 1.3], [0.7, -1.6, -1.1], [0.3, -0.3, -0.7], [2.5, -0.4, -0.4], [-0.4, 0.2, 0.3], [0.3, 1.2, -0.8], [-0.1, 2.1, 0.9], [-1.0, 1.1, 0.0]], "e_above_lowest_ev": 6.257, "e_homo_ev": [-13.495, -13.495], "orbital_gap_ha": [0.332, 0.332], "total_charge": 1, "e_tot_ha": -339.9502}

3.
{"formula": "C2H7N2O2", "method": "ωB97M-V/def2-TZVPD", "species": ["C", "C", "N", "N", "O", "O", "H", "H", "H", "H", "H", "H", "H"], "coordinates": [[0.7828, -2.1370, 0.2331], [-0.7788, 1.8254, 0.2331], [-0.0877, -0.5091, 0.3536], [-0.1059, 0.6444, -0.3895], [-0.8493, -0.5494, 1.2943], [0.7377, 0.9296, -1.4181], [0.0385, -2.5784, 0.8606], [0.7983, -2.5702, -0.7616], [1.7062, -1.8826, 0.7138], [-0.0722, 2.6881, 0.0602], [-1.6154, 1.9805, -0.4240], [-1.1052, 1.8558, 1.3986], [0.5508, 0.3028, -2.1538]], "forces_ev_per_a": [[-1.2, 2.0, -0.3], [0.5, 1.6, 1.2], [0.0, -0.1, -0.4], [-0.5, -1.7, 2.5], [1.0, 0.1, -1.1], [0.2, -1.1, 0.2], [-0.2, -0.3, 0.4], [0.1, 0.6, -0.2], [0.4, 0.0, 0.0], [-0.6, -1.0, 0.2], [-0.7, 0.3, 0.1], [1.1, -0.9, -3.1], [-0.1, 0.5, 0.4]], "e_above_lowest_ev": 7.379, "e_homo_ev": [-15.296, -15.295], "orbital_gap_ha": [0.364, 0.364], "total_charge": 1, "e_tot_ha": -339.9089}

4.
{"formula": "C2H7N2OP", "method": "ωB97M-V/def2-TZVPD", "species": ["N", "P", "O", "H", "H", "C", "N", "H", "C", "H", "H", "H", "H"], "coordinates": [[1.0409, -2.2140, 0.6851], [-0.5814, -1.6618, 0.7925], [-1.2460, -2.4258, -0.2388], [1.5447, -2.4825, -0.1090], [1.6744, -1.9623, 1.4206], [-3.3514, 2.2170, 0.1217], [-3.0448, 3.2996, 0.2041], [-3.8543, 1.3119, 0.3904], [1.6200, 0.8072, -0.6553], [2.4564, 0.1198, -1.0014], [1.6753, 1.8506, -0.8050], [0.6971, 0.4174, -1.2276], [1.3691, 0.7229, 0.4226]], "forces_ev_per_a": [[-1.5, 1.3, 2.1], [2.7, -0.6, 0.7], [-1.7, -0.4, -1.5], [0.2, -0.7, -1.5], [0.2, 0.3, 0.3], [-1.3, -2.0, 0.9], [1.1, 2.3, -0.3], [0.3, -0.3, -0.6], [-1.7, -2.6, -0.2], [-0.7, 1.4, 0.7], [0.7, 1.0, -0.8], [1.2, 0.7, 0.8], [0.5, -0.4, -0.6]], "e_above_lowest_ev": 1.883, "e_homo_ev": -10.332, "orbital_gap_ha": 0.380, "e_tot_ha": -606.4848}

5.
{"formula": "C2H7N2OS", "method": "ωB97M-V/def2-TZVPD", "species": ["C", "C", "N", "N", "O", "S", "H", "H", "H", "H", "H", "H", "H"], "coordinates": [[-0.6195, -0.7711, -1.0111], [0.4521, 1.4063, 0.9449], [0.4474, -1.5052, -1.2842], [-0.1712, 0.1521, 1.1309], [-1.0352, 0.2262, -1.6535], [-2.2637, -0.9292, -1.2468], [-0.4545, 2.0749, 0.7280], [1.0144, 1.8698, 1.8168], [1.1123, 1.3456, 0.1093], [0.6628, -2.4920, -1.1867], [1.2104, -0.8803, -1.5002], [-0.8694, 0.1305, 1.7891], [0.5141, -0.6277, 1.3636]], "forces_ev_per_a": [[1.4, -3.7, 0.7], [-1.4, 2.9, 0.8], [0.6, 1.7, 0.5], [3.0, -3.9, -1.9], [0.3, 3.3, -1.0], [-2.1, -0.7, 0.6], [1.8, -0.3, 0.0], [-0.7, -0.8, -0.8], [0.5, 0.3, -0.7], [-0.7, 0.3, 0.5], [0.6, -0.4, -0.4], [-2.1, 0.1, 1.8], [-1.2, 1.4, -0.1]], "e_above_lowest_ev": 3.378, "e_homo_ev": -14.350, "orbital_gap_ha": 0.325, "total_charge": 1, "e_tot_ha": -662.9655}

6.
{"formula": "C2H7N2OS", "method": "ωB97M-V/def2-TZVPD", "species": ["C", "C", "N", "N", "O", "S", "H", "H", "H", "H", "H", "H", "H"], "coordinates": [[2.1071, -0.0856, -0.0135], [-2.6059, -0.0467, -0.4445], [2.2327, -0.7334, -0.9981], [2.3424, 0.8694, 0.7154], [-0.0113, 0.4099, 0.0586], [-0.9754, -0.6823, 0.1389], [-2.8386, -0.5478, -1.3261], [-2.4265, 0.9307, -0.7128], [-3.4150, -0.2383, 0.2566], [2.1125, -1.6932, -1.0976], [-1.4352, -0.5976, 1.3417], [3.3112, 0.9553, 0.9755], [1.6019, 1.4597, 1.1058]], "forces_ev_per_a": [[-0.7, -1.9, -4.2], [0.6, -1.9, 0.9], [0.3, 0.8, 1.0], [0.6, 2.8, 3.1], [1.6, 2.3, -0.1], [-2.4, -1.7, -1.1], [-0.4, -1.0, -1.6], [0.2, 2.5, -0.1], [0.3, 0.3, 0.3], [-0.2, -2.0, -0.5], [-0.4, -0.3, 2.0], [0.3, 0.5, 0.4], [0.3, -0.3, -0.2]], "e_above_lowest_ev": 2.647, "e_homo_ev": -14.014, "orbital_gap_ha": 0.375, "total_charge": 1, "e_tot_ha": -662.9923}